C25H32N4O13SSr | wB97M-V/def2-TZVPD

Output
**Net charge**: 0
**HOMO**: -7.9767 eV
**LUMO**: -0.59 eV
**Relative energy (zero: lowest compared OMol25 entry of this formula, charge and spin)**: 0.000 eV

Last column: natural (NBO) charge in e.
Atoms and positions in Å:
Sr -0.34793 0.43801 0.75525  1.79
C 2.82070 0.15775 1.64041  -0.09
C 2.21823 -0.80568 2.66237  -0.09
O 0.92417 -1.13737 2.18407  -0.61
C 0.05962 -1.83965 3.08338  -0.09
C -0.75603 -2.81846 2.25717  -0.08
O -1.08387 -2.20448 1.00787  -0.58
C -2.33250 -2.57921 0.42628  -0.08
C -3.02756 -1.35642 -0.14650  -0.09
O -2.04619 -0.47216 -0.71234  -0.62
C -2.57481 0.44095 -1.68179  -0.09
C -2.35207 -0.09840 -3.07188  -0.09
O -0.97304 -0.04573 -3.39291  -0.54
C -0.33311 -1.26513 -3.72982  -0.08
C 0.11999 -2.08701 -2.54822  -0.09
O 1.22046 -1.43612 -1.93653  -0.56
C 1.79930 -2.15747 -0.86394  -0.09
C 2.90283 -1.31196 -0.28606  -0.08
O 2.37353 -0.13361 0.31620  -0.57
H 3.91057 0.14885 1.70456  0.18
H 2.45994 1.16342 1.84646  0.23
H 2.16717 -0.30610 3.63229  0.20
H 2.80387 -1.72167 2.77213  0.17
H -0.59887 -1.12674 3.57641  0.22
H 0.63865 -2.37879 3.83668  0.19
H -1.66128 -3.07305 2.80900  0.21
H -0.18338 -3.72970 2.06516  0.17
H -2.99678 -3.01554 1.17501  0.21
H -2.14766 -3.32477 -0.35115  0.17
H -3.55234 -0.83192 0.64787  0.23
H -3.74209 -1.67416 -0.91155  0.18
H -2.03069 1.38194 -1.58268  0.21
H -3.63347 0.63004 -1.49272  0.19
H -2.90092 0.51832 -3.78867  0.19
H -2.73444 -1.12291 -3.14227  0.17
H 0.55326 -0.98867 -4.30337  0.20
H -0.97536 -1.87916 -4.37000  0.17
H 0.42053 -3.07680 -2.91471  0.17
H -0.68913 -2.21595 -1.82455  0.18
H 2.22732 -3.10184 -1.22120  0.17
H 1.04861 -2.37852 -0.10002  0.20
H 3.58321 -1.01380 -1.08632  0.19
H 3.46635 -1.90402 0.44015  0.18
O 0.20842 1.80012 2.56088  -0.79
C -0.92029 2.27527 2.24908  0.75
O -1.24820 2.51538 1.04953  -0.81
C -2.04788 2.19462 3.24853  -0.22
C -2.50967 3.13372 4.11336  -0.14
C -3.63567 2.83265 4.89973  -0.06
C -4.26816 1.62113 4.81400  -0.13
C -3.78154 0.64966 3.94983  -0.13
C -2.65922 0.89604 3.10910  0.51
O -2.17729 0.09167 2.24210  -0.84
N -4.48429 -0.63332 3.93174  0.54
O -5.62717 -0.66604 4.35787  -0.40
O -3.96109 -1.58027 3.36039  -0.42
N -4.15440 3.84035 5.82590  0.54
O -3.57940 4.91509 5.87249  -0.40
O -5.16834 3.58753 6.45120  -0.39
H -2.04175 4.10385 4.21256  0.25
H -5.13496 1.41573 5.42200  0.27
N 1.35767 5.88819 -4.58567  -0.75
C 1.80620 4.62737 -4.65909  0.10
S 2.73982 4.12171 -5.92225  -0.14
C 1.39628 3.73593 -3.51499  -0.09
C 1.95108 2.47266 -3.36871  -0.21
C 1.55240 1.67105 -2.31445  0.06
N 0.64212 2.04554 -1.40708  -0.48
C 0.11443 3.26447 -1.54313  0.02
C 0.45533 4.12842 -2.56936  -0.20
H 1.61512 6.52139 -5.32221  0.41
H 0.84271 6.24007 -3.80053  0.39
H 2.68748 2.12550 -4.08064  0.25
H 1.96430 0.67755 -2.19966  0.22
H -0.60922 3.55459 -0.78809  0.24
H -0.04384 5.08765 -2.60593  0.20

Forces on atoms 1 to 2 (eV/Å):
Sr 1.6 -2.1 -2.4
C -0.2 -0.1 -0.1


C25H33AuO2S | wB97M-V/def2-TZVPD

Output
**Net charge**: 0
**HOMO (alpha / beta)**: -6.8883 / -6.8723 eV
**LUMO (alpha / beta)**: 0.41 / -1.88 eV
**Relative energy (zero: lowest compared OMol25 entry of this formula, charge and spin)**: 2.037 eV
**Multiplicity**: 3

Last column: natural (NBO) charge in e.
Atoms and positions in Å:
O -0.31697 1.07427 -2.73558  -0.63
C -0.85969 2.44128 -3.10478  -0.05
C -1.33615 1.98480 -4.46803  -0.47
H -0.01201 3.13386 -3.10437  0.20
H -1.66012 2.73989 -2.40734  0.20
C -0.81382 0.60362 -4.04253  0.29
H -0.79993 2.43364 -5.31003  0.22
H -2.42070 2.01249 -4.59068  0.22
C 0.37551 0.16747 -4.86547  -0.64
H 1.23792 0.82671 -4.68172  0.22
H 0.11097 0.20638 -5.93317  0.22
H 0.66760 -0.86416 -4.62796  0.23
C -1.90300 -0.44143 -3.96693  -0.64
H -2.75014 -0.09149 -3.37363  0.22
H -1.53670 -1.37699 -3.53720  0.23
H -2.24899 -0.65849 -4.98648  0.23
Au -0.90763 0.36120 -0.86357  0.76
C -2.75900 -0.07764 1.89480  -0.32
C -2.57833 1.29904 1.59175  -0.31
C -2.63560 1.47309 0.19082  -0.43
H -2.45792 2.10440 2.31273  0.21
C -3.00826 0.14762 -0.38991  -0.49
C -2.94659 -0.79759 0.70337  -0.31
H -3.11278 -1.86997 0.62144  0.22
H -2.79972 -0.49564 2.90368  0.21
H -2.66932 2.42957 -0.32088  0.21
H -3.56033 0.03795 -1.32042  0.23
C 0.15941 -0.96250 2.86010  -0.04
C 0.17352 -2.38276 2.94561  -0.33
C 1.36344 -2.84338 2.30697  -0.19
H -0.57277 -3.01262 3.42736  0.22
C 2.07584 -1.70356 1.81644  -0.18
C 1.31106 -0.54316 2.13002  -0.37
H 1.54898 0.48719 1.86088  0.23
H -0.58756 -0.30199 3.29557  0.23
H 1.68539 -3.88294 2.22733  0.21
H 3.04404 -1.69064 1.31689  0.21
O 2.57719 -2.48125 -3.63948  -0.54
C 1.58842 -3.12046 -2.81076  -0.07
C 1.25490 -2.21092 -1.61860  -0.44
H 1.96545 -4.09210 -2.43013  0.17
H 0.72399 -3.32565 -3.46130  0.18
C 2.43713 -1.22644 -1.54005  -0.43
H 1.09544 -2.76775 -0.68912  0.23
H 0.34544 -1.62738 -1.81904  0.19
C 3.10848 -1.33711 -2.92832  -0.07
H 3.11772 -1.55752 -0.74686  0.21
H 2.12206 -0.19970 -1.33296  0.22
H 4.21012 -1.42142 -2.83851  0.18
H 2.89972 -0.44045 -3.54971  0.17
S 0.74822 3.16965 2.53289  0.10
C 0.62783 2.53383 4.06164  -0.28
C 1.66858 1.72888 4.60221  -0.16
C 1.53532 1.17249 5.86362  -0.23
C 0.37552 1.40234 6.62463  -0.16
C -0.65461 2.20475 6.10428  -0.23
C -0.53634 2.77516 4.84761  -0.17
H 2.55368 1.53557 3.99584  0.23
H 2.33116 0.54242 6.26491  0.22
H 0.27663 0.97190 7.62329  0.22
H -1.55964 2.38996 6.68364  0.22
H -1.31207 3.41370 4.42518  0.23

Forces on atoms 1 to 2 (eV/Å):
O -0.1 2.0 -2.5
C 0.5 -0.1 1.0


C25H33B2BrCl2FMgN7NaO10 | wB97M-V/def2-TZVPD

Output
**Net charge**: +1
**HOMO**: -7.5136 eV
**LUMO**: -5.62 eV

Last column: Mulliken charge in e.
Atoms and positions in Å:
N 0.86697 -2.16160 1.64966  -0.85
B -0.29910 -2.37784 0.68726  0.42
O -0.38254 -3.45710 -0.18546  -0.39
N -1.38278 -1.25969 0.73852  0.99
C -1.23931 -0.14844 0.01342  0.01
C -2.12193 0.98271 -0.06520  0.01
Cl -1.81588 2.45524 -1.02693  -0.29
C -3.35117 0.81868 0.74961  -0.50
C -3.35804 -0.46556 1.45225  0.27
C -4.63848 -0.73348 2.34222  -0.74
B -5.91532 -1.02673 1.33274  0.69
O -6.82994 0.03064 1.12690  -0.63
O -5.98750 -2.26357 0.74735  -0.48
N -2.45425 -1.43912 1.47964  -0.65
H 0.38823 -1.97404 2.54214  0.27
H 1.21596 -1.22729 1.36786  0.30
H 0.46985 -3.47190 -0.64039  0.25
H -0.31107 -0.09846 -0.60733  0.27
H -4.14874 1.57760 0.78776  0.46
H -4.47103 -1.60103 3.01562  0.30
H -4.82228 0.18547 2.95660  0.31
H -6.47954 0.49637 0.35010  0.31
H -5.26230 -2.31879 0.08880  0.25
N -5.49540 -4.26230 -2.86118  1.10
O -5.94507 -5.21305 -2.25076  -0.54
O -4.36214 -3.77571 -2.51318  -0.25
O -6.09295 -3.76559 -3.79558  -0.54
C -3.74592 0.76713 -5.47898  0.09
C -2.62427 0.65695 -4.48475  -0.30
O -3.25348 1.04141 -3.25280  -0.02
C -4.58386 0.81412 -3.38419  0.00
O -5.36007 0.87408 -2.49904  -0.43
O -4.91039 0.51104 -4.68705  -0.53
H -3.65758 0.04497 -6.28577  0.44
H -3.82832 1.77768 -5.91348  -0.19
H -2.25082 -0.36333 -4.38812  0.37
H -1.79151 1.31806 -4.72070  0.31
N -1.29076 1.11237 -7.59268  -0.19
C -1.68602 2.31624 -8.01479  0.26
C -1.10815 2.99180 -9.07502  -0.80
C -0.05343 2.38627 -9.73765  -0.16
C 0.37664 1.13829 -9.31803  -0.53
C -0.27352 0.54673 -8.24716  -0.26
H -2.51288 2.74856 -7.46152  0.14
H -1.47306 3.96515 -9.37402  0.38
H 0.42780 2.88125 -10.57201  0.38
H 1.19716 0.63473 -9.81046  0.37
H 0.02427 -0.43061 -7.88448  0.38
Mg -4.91318 2.72295 -4.71323  0.63
F -5.01101 -1.76219 -2.14454  -0.58
Cl 1.45799 -1.59280 -0.91638  -0.70
O -2.65380 -5.19171 -0.91071  -0.47
H -2.34191 -4.35432 -0.53127  0.36
C 5.71131 3.77359 8.90654  -0.88
N 5.49737 2.84352 7.77585  0.00
C 4.74829 3.24338 6.73226  -0.33
C 4.56112 2.42078 5.64591  -0.59
C 5.15422 1.15886 5.61062  0.66
C 5.90429 0.77046 6.72015  -0.73
C 6.06130 1.62371 7.78802  -0.07
C 5.02457 0.26732 4.44194  0.72
C 6.15724 -0.18692 3.76268  -0.73
C 6.02953 -1.05820 2.70475  -0.22
N 4.81686 -1.48460 2.31667  0.06
C 3.71019 -1.04971 2.93008  -0.85
C 3.78617 -0.17294 3.99048  -0.76
C 4.67654 -2.46203 1.20884  -0.69
H 4.73816 4.06142 9.29910  0.37
H 6.25094 4.63957 8.52726  0.37
H 6.29410 3.28356 9.68077  0.28
H 4.31608 4.23372 6.78272  0.47
H 3.96707 2.78174 4.81566  0.50
H 6.37171 -0.20543 6.76107  0.51
H 6.64241 1.34615 8.65635  0.39
H 7.14890 0.13739 4.05297  0.52
H 6.89019 -1.42866 2.16591  0.38
H 2.77894 -1.43306 2.55793  0.97
H 2.86899 0.13971 4.47412  0.54
H 4.02918 -2.02385 0.44596  0.27
H 4.23403 -3.36801 1.62062  0.35
H 5.65416 -2.68274 0.78829  0.28
Br -0.40533 -4.25508 2.84759  -0.71
Na -3.55270 4.02616 -2.09474  0.59

Forces on atoms 1 to 2 (eV/Å):
N -0.9 2.5 0.3
B 2.9 -2.9 0.1


We obtain E values of -2597.791570 -1656.489804 -6113.776821 Eh for the records listed above, in that order.
We obtain max |F| values of 3.56 3.20 4.87 eV/A for the records listed above, in that order.